No. 1
{"formula": "C30H27GeN5O4Sc", "method": "wB97M-V/def2-TZVPD", "largest_force_ev_per_a": 3.128, "total_charge": 3, "homo_energy_ev": [-14.5, -14.5], "gap_ev": [4.64, 4.64], "elements": ["Ge", "Sc", "O", "O", "O", "O", "N", "N", "N", "N", "N", "C", "C", "C", "C", "C", "C", "C", "C", "C", "C", "C", "C", "C", "C", "C", "C", "C", "C", "C", "C", "C", "C", "C", "C", "C", "C", "C", "C", "C", "C", "H", "H", "H", "H", "H", "H", "H", "H", "H", "H", "H", "H", "H", "H", "H", "H", "H", "H", "H", "H", "H", "H", "H", "H", "H", "H", "H"], "xyz": [[-0.6646, 1.0333, -2.5268], [1.0429, -0.8011, 0.5588], [2.5424, -2.2522, 1.0378], [-3.7335, 5.5790, 0.6439], [3.9847, -3.0199, 2.6325], [-4.6739, 6.7889, 2.3710], [1.0939, -1.1375, 2.8487], [2.2512, -1.8754, 3.1962], [-1.0439, -1.4552, 0.5856], [-0.1954, 0.9511, 0.5294], [2.4201, 0.9780, 0.4891], [0.5859, -0.3683, -2.3789], [-4.2141, 6.1701, 1.5093], [-1.5152, 0.8728, 0.8368], [0.3435, 2.1236, 0.9445], [-3.6138, -2.3334, 0.7905], [-5.1589, 0.5122, -1.8153], [2.5819, 3.3187, 0.5133], [3.7582, 0.8271, 0.4445], [-2.2295, 1.8796, 1.4969], [-4.4045, -0.6015, -2.1992], [2.4671, -2.4420, -2.5522], [-0.2595, 3.0862, 1.7008], [4.5726, 1.9651, 0.3511], [-2.0090, -0.5203, 0.7050], [-2.6136, -3.2513, 0.6793], [-1.3287, -2.7669, 0.5547], [2.8644, -1.1289, -2.7229], [2.9301, -2.4242, 2.2252], [3.9441, 3.2365, 0.3983], [-4.6175, 1.8105, -1.7990], [1.8259, 2.1703, 0.5925], [1.1340, -2.7407, -2.3237], [-3.3210, 1.9853, -2.2362], [-1.6214, 2.9781, 2.0881], [4.9268, -3.6185, 1.6969], [-3.3407, -0.9550, 0.7904], [-2.5184, 0.8589, -2.6242], [-3.1336, -0.3853, -2.6946], [0.2116, -1.7221, -2.2971], [1.9668, -0.1103, -2.5980], [-2.6242, -1.2084, -3.1461], [0.3430, -1.5537, 3.4225], [3.9462, -0.8571, -2.8312], [3.2041, -3.2370, -2.6327], [4.2350, -0.1320, 0.3362], [0.3514, 3.9214, 2.0815], [-6.2253, 0.3159, -1.5597], [5.7174, -4.1190, 2.2353], [-0.1023, 2.4914, -2.5475], [-4.8351, -1.5697, -2.2442], [-3.2919, 1.7301, 1.6478], [-2.8391, -4.2979, 0.6332], [-5.2022, 2.6264, -1.4025], [-4.6180, -2.6831, 0.8705], [0.7919, -3.7957, -2.2360], [4.3741, -4.3256, 1.0994], [1.2276, -0.2087, 3.2952], [4.5500, 4.1214, 0.3046], [-0.7869, -2.0597, -2.2059], [-4.1282, -0.2104, 0.8787], [-2.8386, 2.9686, -2.2285], [5.3146, -2.8756, 1.0399], [5.6399, 1.9125, 0.2031], [2.3232, 0.9249, -2.6045], [2.5504, -1.9470, 4.1446], [-0.5002, -3.4728, 0.4039], [2.1854, 4.3252, 0.5997]]}



No. 2
{"formula": "C30H27N4O2RuS", "method": "wB97M-V/def2-TZVPD", "largest_force_ev_per_a": 0.096, "relative_energy_kj_mol": 0.0, "homo_energy_ev": [-8.0, -8.7], "multiplicity": 6, "gap_ev": [7.65, 6.51], "s_squared": 8.770, "elements": ["Ru", "S", "O", "O", "N", "N", "N", "N", "C", "C", "C", "C", "C", "C", "C", "C", "C", "C", "C", "C", "C", "C", "C", "C", "C", "C", "C", "C", "C", "C", "C", "C", "C", "C", "C", "C", "C", "C", "H", "H", "H", "H", "H", "H", "H", "H", "H", "H", "H", "H", "H", "H", "H", "H", "H", "H", "H", "H", "H", "H", "H", "H", "H", "H", "H"], "xyz": [[-0.2020, 0.4608, 0.0972], [1.1360, 2.5113, 0.8008], [0.5968, -1.0668, -3.7949], [-0.1550, -2.7415, 2.9024], [-0.0417, -1.7238, -0.4298], [-1.6014, 2.9108, 0.2246], [0.4037, 0.2996, -1.9407], [0.0000, -0.6590, 1.9091], [-0.0719, -4.3451, -1.0863], [-1.2448, 2.2395, -3.3849], [-3.2641, -1.3422, 0.8115], [1.0121, 1.4109, -2.6029], [-3.2003, -2.1376, -1.4603], [2.2705, 3.6001, -3.7428], [-3.3407, -2.3840, -0.0948], [0.3771, -0.8854, -2.6108], [0.2474, 2.3672, -3.2689], [-3.0537, -0.0401, 0.3558], [-0.1208, -2.0167, 1.9244], [-2.9100, 0.2052, -1.0079], [2.3111, 0.4891, 4.5473], [0.4636, -0.0392, 3.1100], [-0.1810, -3.9670, 0.2477], [0.0840, -3.3864, -2.0824], [-2.9811, -0.8505, -1.9166], [-1.8433, 0.8816, 3.5588], [3.0194, 2.6315, -3.0914], [3.2150, 0.4789, -1.8112], [1.4743, 1.2539, 5.3450], [0.1337, 1.3661, 5.0219], [-0.4610, 2.8584, 0.4768], [2.4053, 1.5280, -2.5186], [0.8976, 3.4606, -3.8336], [-0.3897, 0.7264, 3.9034], [0.0966, -2.0574, -1.6996], [1.8223, -0.1651, 3.4255], [-0.1563, -2.6142, 0.5372], [2.7374, -0.9801, 2.5559], [0.3108, 4.2064, -4.3567], [2.9163, 0.3873, -0.7626], [3.0844, -0.5023, -2.2730], [3.3623, 0.3987, 4.7940], [3.7715, -0.8728, 2.8800], [-2.2731, -0.0658, 3.2347], [4.0962, 2.7306, -3.0259], [2.6734, -0.6684, 1.5096], [0.2128, -3.6407, -3.1249], [-2.8705, -0.6619, -2.9770], [1.8678, 1.7604, 6.2167], [-2.4047, 1.2376, 4.4218], [-1.5423, 1.1982, -3.5030], [-3.5124, -3.3932, 0.2571], [-3.0598, 0.7931, 1.0458], [-2.7982, 1.2236, -1.3523], [-3.3746, -1.5359, 1.8708], [-1.9805, 1.6128, 2.7572], [-0.0823, -5.3951, -1.3489], [4.2748, 0.7279, -1.8391], [-0.2614, -4.6821, 1.0540], [-1.7377, 2.6454, -2.4982], [-0.5259, 1.9587, 5.6446], [2.4783, -2.0404, 2.5964], [-3.2633, -2.9566, -2.1654], [-1.6070, 2.7988, -4.2468], [2.7599, 4.4579, -4.1857]]}



No. 3
{"formula": "C30H27N4OPReS3", "method": "wB97M-V/def2-TZVPD", "largest_force_ev_per_a": 2.487, "relative_energy_kj_mol": 83.1, "homo_energy_ev": [-6.3, -6.9], "multiplicity": 2, "gap_ev": [6.02, 6.11], "s_squared": 0.763, "elements": ["Re", "S", "S", "S", "P", "O", "N", "N", "N", "N", "C", "C", "C", "C", "C", "C", "C", "C", "C", "C", "C", "C", "C", "C", "C", "C", "C", "C", "C", "C", "C", "C", "C", "C", "C", "C", "C", "C", "C", "C", "H", "H", "H", "H", "H", "H", "H", "H", "H", "H", "H", "H", "H", "H", "H", "H", "H", "H", "H", "H", "H", "H", "H", "H", "H", "H", "H"], "xyz": [[-0.2972, -0.2277, -1.1729], [-2.4832, 0.4584, -1.9578], [-1.8166, -1.9223, -0.1719], [-0.0474, 2.0170, -0.8110], [0.0314, -0.4124, 1.2250], [2.7225, -0.0552, -1.6032], [0.2949, -0.0584, -3.2505], [-1.0455, -4.3911, 0.4972], [0.1174, -3.4004, -1.2064], [0.1528, -2.2582, -1.9513], [-0.7928, -0.9388, 3.8351], [2.6933, -3.4973, 2.0492], [2.2063, -1.5115, 0.1802], [-3.4695, -0.4217, 3.3534], [-2.4657, 2.1835, -1.9494], [1.8373, -0.5025, -0.8976], [0.3177, 1.1140, -3.9005], [-1.3991, 2.8673, -1.4843], [2.2294, 1.2822, 1.8271], [0.6785, -2.3610, -3.1226], [-3.0488, -0.7506, 4.6340], [1.3386, -1.6813, 1.2610], [3.3360, -2.3063, 0.0607], [-2.5600, -0.3810, 2.3072], [2.0176, 3.4197, 2.9096], [1.2651, -1.0926, -5.1839], [-1.2162, -0.6647, 2.5351], [-1.3617, 4.3729, -1.4339], [1.2861, 0.1169, -5.8403], [0.7985, 1.2428, -5.1859], [0.7612, -1.1514, -3.8878], [0.6560, 3.1990, 3.0629], [-0.8472, -3.3342, -0.3330], [1.5832, -2.6745, 2.1984], [3.5736, -3.3062, 0.9924], [-3.7052, 2.8937, -2.4306], [2.8017, 2.4580, 2.2937], [-1.7065, -1.0026, 4.8771], [0.0839, 2.0260, 2.5999], [0.8643, 1.0545, 1.9728], [-4.2232, 3.3770, -1.5970], [-0.0685, 1.9662, -3.3608], [-2.2264, 4.7717, -0.8981], [0.7949, 2.2127, -5.6617], [-3.7628, -0.7919, 5.4468], [-3.4556, 3.6742, -3.1524], [-0.5939, -5.2547, 0.2414], [-2.8892, -0.1123, 1.3131], [0.2610, -1.0690, 4.0441], [-4.3949, 2.1944, -2.8986], [1.6759, 0.1908, -6.8468], [-0.4586, 4.7142, -0.9296], [2.4644, 4.3369, 3.2719], [-0.9807, 1.8699, 2.7223], [1.0397, -3.3124, -3.4932], [3.8653, 2.6183, 2.1711], [4.4398, -3.9482, 0.8904], [0.0353, 3.9438, 3.5452], [3.9991, -2.1424, -0.7799], [-1.9206, -4.4425, 0.9888], [0.9008, -2.8386, 3.0201], [-4.5117, -0.1979, 3.1644], [-1.3670, -1.2289, 5.8796], [1.6338, -1.9959, -5.6508], [2.8598, 0.5475, 1.3458], [-1.3726, 4.8049, -2.4384], [2.8713, -4.2901, 2.7651]]}